[1]
{"formula": "C4H2N2S", "method": "wB97M-V/def2-TZVPD", "gap_ev": [8.2, 8.2], "e_tot_ha": -661.20522, "e_above_lowest_ev": 2.524, "species": ["C", "C", "C", "C", "N", "N", "S", "H", "H"], "coordinates": [[-1.3529, 1.6180, -0.3637], [-1.1950, -0.0974, 1.3003], [-0.1004, -0.5797, -1.2664], [-0.5422, 0.7076, 0.3497], [-1.9909, 2.2987, -1.0297], [-1.7465, -0.7644, 2.0524], [-0.0407, -0.0218, -2.7152], [0.0472, -1.5442, -0.8214], [0.4550, 1.0504, 0.5941]], "atomic_forces_ev_per_a": [[-0.1554, 0.4141, 0.0332], [-0.3207, -0.3483, 0.6062], [-0.3648, 1.8128, 1.3077], [1.2062, -1.4802, -2.7121], [-0.1861, 0.3019, -0.2604], [-0.0843, -0.2941, 0.2126], [-0.1021, -0.1297, 0.4324], [0.0299, -0.3567, 0.2254], [-0.0227, 0.0801, 0.1550]]}

=====

[2]
{"formula": "C35H65CaCl2CsF3KN7O11S2", "method": "wB97M-V/def2-TZVPD", "gap_ev": 0.9, "charge": 1, "e_tot_ha": -5896.74051, "species": ["C", "C", "C", "O", "C", "C", "C", "N", "C", "C", "C", "C", "C", "F", "C", "C", "C", "C", "N", "C", "C", "N", "C", "N", "H", "H", "H", "H", "H", "H", "H", "H", "H", "H", "H", "H", "H", "H", "H", "H", "H", "H", "H", "H", "H", "H", "H", "H", "H", "N", "S", "O", "O", "F", "S", "O", "O", "F", "Cl", "C", "C", "Cl", "H", "H", "H", "H", "Cs", "C", "C", "O", "O", "H", "H", "H", "Ca", "C", "C", "O", "C", "C", "H", "H", "H", "H", "H", "H", "H", "H", "H", "H", "C", "C", "O", "H", "H", "H", "H", "H", "K", "C", "C", "C", "O", "C", "N", "H", "H", "H", "H", "H", "H", "H", "H", "H", "H", "H", "C", "O", "N", "C", "C", "H", "H", "H", "H", "H", "H", "H"], "coordinates": [[-3.6738, -5.4416, -4.3408], [-4.7842, -5.0291, -5.3729], [-6.1483, -4.6796, -4.6985], [-6.0731, -3.6275, -3.7301], [-5.9906, -2.3425, -4.3507], [-4.4275, -1.9388, -4.2892], [-3.6557, -1.4234, -5.4708], [-2.3573, -1.1065, -5.4984], [-1.7941, -1.3388, -4.2690], [-0.3411, -1.0715, -4.1282], [0.4395, -0.5925, -5.3949], [1.9142, -1.1338, -5.4452], [2.9255, 0.0487, -5.2943], [2.1996, -1.7305, -6.7102], [0.3222, -1.2402, -2.8904], [-0.3717, -1.7332, -1.6649], [0.4380, -1.9182, -0.3267], [0.5520, -3.4417, -0.0222], [1.6875, -3.9940, 0.1764], [-1.7774, -2.0208, -1.8092], [-2.5775, -2.5694, -0.5910], [-2.4477, -1.7806, 0.6514], [-2.4992, -1.8161, -3.0869], [-3.8432, -2.1261, -3.1008], [-3.8040, -6.5133, -4.0486], [-2.6413, -5.3547, -4.7580], [-3.7458, -4.8468, -3.3961], [-4.3889, -4.1326, -5.9350], [-4.8604, -5.8404, -6.1354], [-6.4611, -5.5963, -4.1326], [-6.9576, -4.4974, -5.4491], [-6.3638, -2.3669, -5.4156], [-6.5910, -1.6250, -3.7381], [-4.2072, -1.2781, -6.4428], [0.3815, 0.5146, -5.5217], [-0.0649, -1.0258, -6.2973], [2.0621, -1.9452, -4.6979], [2.5611, 0.7204, -4.4775], [2.8957, 0.6100, -6.2623], [3.9703, -0.2978, -5.1319], [1.4007, -1.0003, -2.8596], [-0.0285, -1.3865, 0.5379], [1.4303, -1.4419, -0.4818], [-0.3256, -4.1221, 0.0708], [2.4313, -3.2901, 0.0991], [-2.2096, -3.6060, -0.3747], [-3.6679, -2.6863, -0.7910], [-2.1602, -0.8213, 0.4832], [-1.8754, -2.2389, 1.3528], [2.6990, 2.0718, -0.0396], [2.7618, 3.2216, -1.1213], [2.1355, 2.9744, -2.3792], [3.9331, 4.0383, -1.1465], [1.7017, 4.2557, -0.4570], [3.6053, 0.8387, -0.4456], [3.3190, -0.3306, 0.3292], [4.9851, 1.0874, -0.7043], [3.0442, 0.4203, -1.8760], [-0.6851, 1.6666, -0.4578], [-1.5490, 2.5461, 0.8193], [-0.6947, 2.7065, 2.0575], [-0.4136, 1.1611, 2.8860], [-2.4751, 2.0157, 1.0375], [-1.8071, 3.5262, 0.4129], [-1.1977, 3.3643, 2.7752], [0.2734, 3.1400, 1.8205], [1.5676, 4.5703, 2.3698], [6.1701, 1.5663, -3.7817], [7.5674, 1.8871, -4.3069], [8.1451, 0.9882, -4.9405], [7.9967, 3.0483, -4.0409], [5.8733, 0.5512, -4.0492], [6.1492, 1.6580, -2.6958], [5.4450, 2.2642, -4.2067], [-5.6216, -1.7712, -7.2861], [-1.2953, 8.8946, -1.7162], [-2.0540, 7.7672, -1.0410], [-2.8161, 8.1896, 0.0925], [-3.8129, 9.1485, -0.1513], [-4.8792, 8.6907, -1.1276], [-0.6378, 9.3956, -1.0025], [-0.6905, 8.5054, -2.5355], [-1.9680, 9.6498, -2.1301], [-1.3383, 7.0292, -0.6757], [-2.6971, 7.2447, -1.7551], [-3.3584, 10.0991, -0.4794], [-4.2874, 9.3470, 0.8063], [-4.4607, 8.5022, -2.1154], [-5.6604, 9.4532, -1.2356], [-5.3372, 7.7628, -0.7826], [8.8791, 2.7954, -0.9107], [8.1055, 3.6402, 0.1633], [8.9080, 3.7760, 1.1799], [9.1433, 1.8063, -0.5346], [8.2315, 2.6594, -1.7957], [9.7895, 3.2946, -1.2404], [7.1493, 3.1072, 0.3128], [7.7792, 4.5515, -0.3742], [-4.8439, 10.7877, 1.1687], [0.5166, -2.4927, 8.1409], [0.2609, -1.0298, 8.4837], [-0.9109, -0.4148, 7.6988], [-0.6156, -0.1084, 6.3444], [-0.6688, -1.2232, 5.4655], [1.5021, -0.2707, 8.2912], [1.0377, -2.6146, 7.1912], [1.1427, -2.9577, 8.9061], [-0.4190, -3.0540, 8.0922], [-0.0019, -0.9867, 9.5456], [-1.1671, 0.5409, 8.1670], [-1.8087, -1.0426, 7.7632], [-1.4471, -1.9359, 5.7493], [0.3024, -1.7184, 5.4243], [-0.8895, -0.8526, 4.4620], [1.3587, 0.6821, 8.6179], [1.6401, -0.1637, 7.2877], [0.4390, -5.5219, 6.5026], [-0.5274, -5.0081, 5.9688], [0.4260, -6.6857, 7.1881], [1.6217, -7.2348, 7.7971], [-0.8269, -7.4082, 7.3178], [1.4378, -5.0558, 6.4635], [1.8234, -8.2200, 7.3712], [1.4662, -7.3309, 8.8740], [2.4790, -6.5873, 7.6177], [-1.2049, -7.6579, 6.3249], [-1.5603, -6.7739, 7.8191], [-0.6790, -8.3205, 7.8927]], "atomic_forces_ev_per_a": [[-0.2669, -0.2969, 0.3013], [0.8597, 0.5825, 0.1339], [0.2035, -1.7394, 0.0094], [-0.6270, 0.5613, -1.3883], [2.1389, -0.1577, 1.0650], [0.2945, 0.5886, -0.6309], [-0.6799, -0.3768, 0.9949], [-2.2975, -1.1949, 1.8379], [2.1662, 0.3092, 0.9646], [0.0870, 0.1152, 0.4580], [-0.3063, -1.2039, -0.3195], [0.5977, 1.0402, -0.0225], [-0.5268, -0.4095, -0.1767], [-0.6313, 0.3113, 0.7953], [-1.5981, -0.3696, -0.1124], [-1.4665, 0.5432, -1.5755], [-0.9360, -0.2544, -1.1220], [1.4306, 0.2646, 0.3560], [-0.8192, 0.3958, -0.1325], [0.9890, 0.2676, 0.1821], [-0.0802, -0.4343, 0.0685], [-0.2745, -0.1407, -0.1873], [0.7431, -0.2439, 0.7534], [0.5266, 0.8974, -2.3859], [0.0236, 0.7962, -0.2312], [-0.8718, 0.0723, 0.2364], [0.1040, -0.3274, -0.8569], [-0.4054, -0.6579, 0.3264], [-0.3768, 0.6454, 0.5533], [0.1687, 0.8711, -0.3240], [0.5956, 0.1270, 0.4301], [-0.2877, -0.2014, 1.5654], [0.4663, -0.4963, -0.7130], [3.4132, 0.9135, 2.6845], [0.1988, -0.7729, 0.2738], [0.3266, 0.3905, 0.8061], [-0.0633, 0.5684, -0.5278], [0.6012, -0.4822, -0.5462], [0.0000, -0.3409, 0.8183], [-0.8238, 0.2771, 0.0304], [-0.7685, -0.2080, 0.2208], [0.2111, -0.4188, -0.8695], [-0.4848, -0.6963, 0.2109], [0.4367, 0.8583, -0.2297], [-0.0707, -0.2065, -0.0062], [-0.3626, 0.8404, -0.2417], [0.9739, 0.1999, -0.3401], [0.1190, -0.3482, 0.0994], [-0.0219, 0.3536, -0.2611], [-0.1082, 0.3633, -0.1856], [0.5220, 1.6829, -2.1448], [-0.0500, -0.6176, 0.4860], [0.0380, -0.5133, 0.6656], [-0.7018, 0.0046, 0.9509], [1.4458, -2.7877, -0.2284], [-0.6083, 0.8852, 0.4765], [-0.5070, 0.8739, 0.2584], [-0.2423, 0.3497, 0.0366], [-0.0971, -0.0591, 0.0074], [-0.0306, 0.0819, -0.1674], [-0.5628, -0.4992, -0.1016], [0.1386, 0.2154, -0.0503], [0.0956, -0.0076, 0.0921], [0.0448, 0.0009, 0.0497], [-0.0505, -0.0394, -0.0449], [-1.9372, -2.0345, -0.8008], [2.6450, 2.0111, 0.7866], [-0.0979, -0.0234, -0.0293], [-1.1578, -0.8792, 0.3253], [0.5211, 0.7301, -0.1058], [0.7569, -0.0768, 0.1231], [0.1295, 0.0154, 0.0038], [-0.0695, 0.0926, -0.0606], [0.0320, 0.0637, 0.1127], [-2.5777, -0.7041, -2.9273], [-0.1425, 0.1686, 0.1480], [0.2616, -0.0605, -0.4517], [-0.1035, 0.1711, 0.2735], [1.0477, -2.1117, -0.7311], [-0.1789, 0.0638, -0.1024], [0.0391, -0.0605, -0.0447], [-0.0308, 0.0001, 0.0496], [0.0372, -0.0555, -0.1201], [-0.1809, 0.0514, 0.1976], [-0.0253, 0.0366, 0.0287], [0.0881, -0.0053, -0.1327], [2.3174, -4.7898, -1.6829], [-0.0542, 0.1810, 0.0054], [-0.0178, -0.1075, -0.1380], [0.0093, 0.0683, 0.0524], [1.2990, -1.1312, -1.0770], [-1.9221, 0.8541, 0.0727], [0.0147, -0.2180, -0.4061], [-0.0663, 0.1772, 0.2506], [-0.4159, 0.5290, 0.0530], [-0.1350, 0.1613, 0.2259], [0.2808, -0.6264, 0.4618], [0.7670, 0.3496, -0.0527], [-3.0677, 6.4739, 2.5988], [-0.0130, -0.2361, 0.2113], [0.1210, -0.1153, -0.3423], [-0.0295, 0.1859, 0.2023], [-0.2119, -0.0908, 0.0582], [0.1991, 0.1492, -0.1450], [-0.1888, 0.2483, -0.0204], [-0.0783, 0.0807, -0.0110], [0.0066, 0.1085, -0.0220], [0.0442, 0.0046, -0.0801], [-0.0501, 0.1087, -0.0430], [0.0659, 0.0307, -0.0828], [0.0734, -0.1201, -0.0582], [0.0988, -0.0472, 0.0584], [-0.1181, -0.2240, -0.0130], [-0.0789, 0.0079, 0.1444], [0.0814, -0.0682, 0.1166], [0.0718, -0.1327, 0.0682], [0.0839, -0.0597, 0.0073], [-0.0752, -0.1017, 0.0942], [0.1622, 0.2675, -0.0976], [-0.2758, -0.0927, -0.0129], [-0.0630, 0.2223, -0.1567], [0.0352, -0.0626, 0.0402], [0.1355, 0.0065, 0.1048], [0.1587, -0.0602, -0.0032], [-0.0835, 0.0155, -0.0316], [-0.1011, -0.0404, 0.0906], [-0.0730, -0.1164, -0.0363], [0.0830, 0.0712, -0.0221]]}

=====

Q: What is the formula in the second record?
A: C35H65CaCl2CsF3KN7O11S2